(1)
Here is the molecule C4H6N2O2 at a distorted geometry from OMol25. Energies are from the ωB97M-V functional and the def2-TZVPD basis.

```
14
Properties=species:S:1:pos:R:3:forces:R:3:lowdin_charge:R:1
C -1.8926 -1.0136 -0.2103 1.914 1.332 -1.318 -0.394
C 1.5368 -0.2577 -0.0403 -1.335 0.296 -0.867 -0.573
C -0.5577 1.0017 -0.1450 -1.370 4.220 1.586 -0.269
C 0.6059 0.6179 0.6002 0.750 -0.791 0.328 0.043
N -1.1501 -0.0387 -0.8357 -0.205 -1.501 -3.165 -0.040
N -2.2030 -1.1865 0.9488 -0.940 0.258 3.403 0.181
O 1.3453 -0.6662 -1.1748 0.995 -0.356 0.019 0.079
O 2.6313 -0.5507 0.6091 2.409 -0.049 3.545 0.106
H -2.1136 -1.7936 -0.8406 -0.838 -2.037 -1.950 0.092
H -1.3156 1.7169 0.4735 1.538 -2.065 -1.220 0.181
H -0.1373 1.7436 -0.8661 -0.435 -0.314 -0.101 0.146
H 0.9974 1.0879 1.4435 0.009 1.053 1.446 0.095
H -0.4596 -0.4412 -1.5680 -1.771 0.845 1.642 0.158
H 2.7129 -0.2197 1.6058 -0.723 -0.890 -3.349 0.197
```
Forces are in eV/Å.

- HOMO level (alpha / beta): -9.43 / -9.22 eV
- Charge: 0


(2)
Here is a structure of composition C4H6N2O2 at a distorted geometry from OMol25. Energies are from the ωB97M-V functional and the def2-TZVPD basis.

```
14
Properties=species:S:1:pos:R:3:forces:R:3:lowdin_charge:R:1
C -2.1775 0.0910 0.1200 -1.764 -3.982 0.104 -0.185
C 0.0499 0.1421 0.1233 1.273 3.991 -0.230 -0.324
C 0.6759 -1.1339 -0.1048 -4.464 -1.670 -2.751 -0.043
C 1.9864 -0.9162 -0.0165 3.198 -3.871 -0.506 -0.169
H -1.8723 -0.9946 -0.3472 -1.065 2.405 0.694 0.074
H -3.1573 0.4251 -0.5544 2.513 -0.549 2.553 0.125
H -2.2249 -0.3025 1.3261 -1.184 1.537 -3.250 0.142
H 0.0571 -2.0120 -0.8429 2.345 2.413 3.058 0.201
H 2.6434 -1.8921 -0.0377 -0.527 2.640 -0.223 0.169
H 0.0313 2.1938 -0.1295 3.322 0.510 -1.109 0.229
N -1.0251 0.9282 0.0702 3.142 -2.378 -0.093 -0.057
N 1.2227 0.9641 0.5060 1.351 2.715 -1.176 -0.086
O 2.4902 0.3037 0.1952 -2.858 -1.635 0.478 0.041
O 1.3000 2.2035 -0.3079 -5.282 -2.128 2.452 -0.118
```
Forces are in eV/Å.

- HOMO level: -9.04 eV
- Charge: 0


(3)
Here is the molecule C4H6N2O2 at a distorted geometry from OMol25. Energies are from the ωB97M-V functional and the def2-TZVPD basis.

```
14
Properties=species:S:1:pos:R:3:forces:R:3:mulliken_spin:R:1
C -2.5895 -0.8390 0.3251 -5.884 -1.661 2.579 0.935
C -1.5355 -0.5797 -0.1540 7.053 0.989 -3.252 -0.047
C 0.1799 1.3840 0.3153 1.027 0.047 -0.692 0.040
C -0.2473 -0.8911 -0.6957 -2.441 -1.068 1.020 0.060
N 0.7997 0.2426 -0.2961 -2.517 1.710 -1.198 0.506
N 2.0572 -0.0458 0.0283 2.315 -1.250 -0.832 0.106
O 2.8602 0.7676 0.4105 -0.041 2.018 1.141 0.091
O 2.3233 -1.2059 -0.1489 0.605 -2.575 -0.274 0.085
H -3.5103 -0.8553 0.8519 -0.136 0.275 0.042 0.034
H -0.5603 1.7386 -0.3490 -1.278 0.136 -0.829 -0.019
H -0.3145 0.9015 1.1059 -1.016 0.249 1.824 0.066
H 0.8000 2.2213 0.5435 0.971 -0.076 0.439 0.007
H -0.3747 -1.0213 -1.8123 1.061 0.184 1.003 0.078
H 0.1119 -1.8174 -0.1245 0.282 1.022 -0.972 0.057
```
Forces are in eV/Å.

- ⟨S²⟩: 2.014
- HOMO level (alpha / beta): -4.09 / -9.67 eV
- Spin multiplicity: 3
- Charge: 0


(4)
Here is the molecule C4H6N2O3 at a distorted geometry from OMol25. Energies are from the ωB97M-V functional and the def2-TZVPD basis.

```
15
Properties=species:S:1:pos:R:3:forces:R:3:lowdin_charge:R:1
N 2.0778 -0.1372 0.2423 0.279 -0.323 -0.605 0.140
C 0.8567 -0.0942 -0.3475 -1.305 0.293 0.789 -0.306
C 0.3319 -1.3881 -0.8994 3.980 -1.456 -0.589 -0.214
O 0.9285 -2.4465 -0.6514 -1.504 1.736 -0.314 0.042
C -0.0973 0.8803 -0.2190 -1.637 -6.046 -0.965 -0.161
N -0.0405 1.9474 0.6087 -0.112 1.818 1.304 0.078
C -1.5853 -0.1696 -0.2044 -0.157 5.439 1.041 -0.449
O -2.6022 0.2128 -0.7263 0.456 -1.166 -0.330 0.088
O -1.5965 -0.9306 0.9166 0.186 -0.379 -0.510 0.094
H 2.5873 -1.0003 0.0558 0.158 0.684 0.181 0.103
H 2.5279 0.7199 0.5241 0.013 -0.402 0.039 0.101
H -0.3180 -1.3062 -1.7849 -0.725 -0.133 0.550 0.142
H 0.2965 2.8073 0.1905 -0.362 -0.068 0.074 0.096
H -0.8400 2.0951 1.2299 0.475 -0.002 -0.537 0.110
H -2.5266 -1.1901 1.0650 0.256 0.004 -0.126 0.137
```
Forces are in eV/Å.

- HOMO level (alpha / beta): -7.86 / -7.86 eV
- Charge: 0


(5)
Here is the molecule C4H6N2O3 at a distorted geometry from OMol25. Energies are from the ωB97M-V functional and the def2-TZVPD basis.

```
15
Properties=species:S:1:pos:R:3:forces:R:3:lowdin_charge:R:1
C 1.6888 -0.5577 -1.1202 -0.112 -0.055 0.423 0.071
C 0.6390 -0.2333 -0.3502 -1.106 0.253 -1.635 -0.273
N 0.4091 1.0843 0.0506 0.068 0.211 0.007 0.110
C -0.5552 1.4230 0.9557 -0.154 0.067 0.046 -0.585
O -1.2709 0.6517 1.5470 0.175 0.153 -0.052 0.103
O -0.6017 2.7728 1.1055 0.051 -0.165 -0.027 0.107
C -0.8955 -1.2291 -0.6131 1.169 2.086 0.342 -0.504
N -0.6011 -2.1760 0.2453 1.242 0.575 0.069 0.121
O -1.7490 -0.8013 -1.3083 0.092 -0.447 -0.041 0.142
H 1.8066 -1.5765 -1.4578 -0.077 -0.026 -0.109 0.067
H 2.4562 0.1519 -1.4104 0.107 0.017 0.135 0.066
H 0.9197 1.8408 -0.3834 -0.044 -0.065 0.093 0.155
H -1.2868 2.9659 1.7604 0.027 -0.130 -0.060 0.125
H -1.3114 -2.8814 0.4280 0.332 -0.070 0.410 0.107
H 0.3522 -1.4350 0.5508 -1.771 -2.405 0.400 0.188
```
Forces are in eV/Å.

- HOMO level: -9.29 eV
- Charge: 0


(6)
Here is a cluster of 2 separate species, C4H6N2O3 in total at a distorted geometry from OMol25. Energies are from the ωB97M-V functional and the def2-TZVPD basis.

```
15
Properties=species:S:1:pos:R:3:forces:R:3:lowdin_charge:R:1
O -2.3689 -1.2410 -0.7704 3.002 2.176 0.367 0.019
C -1.3817 -0.4986 -0.5107 -0.660 -4.184 0.436 -0.406
C -1.4282 0.7470 0.2098 0.744 0.864 -0.910 -0.011
C -0.2929 1.4873 -0.0437 -0.719 3.089 1.428 -0.073
N 0.9208 1.0545 -0.5526 -2.102 -1.517 0.571 0.128
C 1.1669 -0.2938 -0.6920 0.229 -0.617 -1.239 -0.579
O 2.2707 -0.7913 -0.8859 -1.367 0.971 0.065 0.085
N -0.0042 -1.0028 -0.6187 -2.794 0.339 -4.633 0.121
H -2.4081 1.0201 0.7146 1.707 0.180 -0.993 0.144
H -0.2716 2.6188 0.2023 -0.034 -2.068 -0.263 0.153
H 1.7320 1.5756 -0.6426 1.315 1.784 0.023 0.132
H 0.1519 -1.8678 -1.1301 -0.684 -0.218 0.469 0.170
O 0.8188 -1.2509 1.3024 0.894 2.445 5.743 -0.088
H 1.0947 -0.2860 1.5640 -0.194 -2.714 -0.500 0.118
H -0.0003 -1.2710 1.8534 0.662 -0.530 -0.565 0.086
```
Forces are in eV/Å.

- HOMO level: -9.42 eV
- Charge: 0


(7)
Here is a structure of composition C4H6N2O3 at a distorted geometry from OMol25. Energies are from the ωB97M-V functional and the def2-TZVPD basis.

```
15
Properties=species:S:1:pos:R:3:forces:R:3:lowdin_charge:R:1
C 0.2199 0.7688 1.4212 -0.096 0.077 -0.491 0.027
N -0.8153 0.7701 0.3220 0.163 -0.274 -0.151 0.084
C -0.7778 -0.3956 -0.6672 -1.543 0.681 0.402 -0.628
C 0.6578 1.3818 0.1763 -0.143 -0.508 -0.672 -0.387
N -0.9691 -1.6164 0.0378 0.344 0.238 -0.196 0.140
C 1.2000 -0.3296 -0.9514 0.527 0.521 0.483 -0.176
O -1.3266 -0.1685 -1.7469 0.894 -0.175 0.672 0.037
O 1.0624 2.3303 -0.4152 0.066 -0.353 0.311 0.144
O 1.8898 -1.1784 -0.4541 -0.308 0.072 -0.124 0.032
H -1.6690 1.3214 0.4025 0.136 -0.151 0.048 0.179
H -1.3485 -2.3021 -0.6028 0.120 -0.001 -0.048 0.103
H -0.1256 -1.9730 0.4733 0.000 -0.020 -0.033 0.074
H 0.0001 1.4720 2.2205 -0.041 -0.083 -0.078 0.136
H 0.5802 -0.2080 1.7240 -0.022 0.063 0.026 0.119
H 1.4217 0.1271 -1.9400 -0.098 -0.086 -0.149 0.116
```
Forces are in eV/Å.

- HOMO level (alpha / beta): -8.27 / -8.27 eV
- Charge: 0


(8)
Here is the molecule C4H6N2O3S at a distorted geometry from OMol25. Energies are from the ωB97M-V functional and the def2-TZVPD basis.

```
16
Properties=species:S:1:pos:R:3:forces:R:3:mulliken_spin:R:1
C -2.9845 0.2007 -0.4987 1.577 -4.198 -6.951 0.161
C -2.6529 0.6910 0.6645 0.702 3.936 6.926 0.519
C -0.8646 0.0272 -0.3793 4.002 -0.687 0.078 0.764
C 2.9514 -0.8445 -0.6535 -4.173 -1.196 -2.094 -0.002
N -1.8966 -0.2794 -1.1935 -4.940 0.487 -0.488 0.271
N -1.2596 0.7351 0.7526 0.096 2.342 3.716 0.196
O 1.8346 1.3705 0.4051 0.347 1.775 -0.586 0.007
O 1.4686 -0.7072 1.5402 -0.024 -0.777 0.738 0.005
O 0.4325 -0.4146 -0.6871 -0.334 0.714 0.791 0.055
S 1.6896 -0.0234 0.3183 -0.876 -1.755 -0.531 0.015
H -3.9686 0.0419 -0.8530 -0.668 -0.013 -0.512 0.010
H -3.3001 1.2857 1.4107 1.229 -1.255 -1.331 0.016
H 2.5832 -1.9638 -0.6572 0.706 2.297 -0.478 0.001
H 2.9010 -0.2948 -1.6535 0.424 -1.188 1.262 0.001
H 3.8480 -0.8285 -0.1662 2.377 0.511 1.257 -0.001
H -0.7820 1.0043 1.6504 -0.446 -0.993 -1.797 -0.017
```
Forces are in eV/Å.

- ⟨S²⟩: 2.009
- HOMO level (alpha / beta): -4.32 / -10.15 eV
- Spin multiplicity: 3
- Charge: 0


Electronic energy values (in Ha) by entry order: -415.86318; -415.71180; -415.55681; -491.16202; -491.18331; -491.20683; -491.10157; -889.22401.
Relative energy (zero: lowest compared OMol25 entry of this formula, charge and spin) values (in eV) by entry order: 4.828; 8.948; 8.936; 3.779; 3.200; 2.560; 5.424; 2.940.